i:
An isolated molecule of C4H2O2. Source: the Open Molecules 2025 dataset; level of theory: ωB97M-V with the def2-TZVPD basis set.

Each line ends with the Mulliken charge.
Element x y z (Å)
1 O 1.083 -1.543 0.893  -0.45
2 C 0.537 -1.280 -0.150  -0.07
3 C -0.604 0.420 -1.571  -0.24
4 C -0.196 -0.003 -0.392  0.49
5 C -0.403 1.149 0.543  0.04
6 O -1.240 1.983 0.276  -0.44
7 H 0.552 -1.972 -1.011  0.32
8 H 0.271 1.247 1.411  0.34

**Gap between HOMO and LUMO**: 0.3374 Ha
**Spin multiplicity**: 1
**HOMO energy**: -10.67 eV

ii:
An isolated molecule of C4H2O2. Source: the Open Molecules 2025 dataset; level of theory: ωB97M-V with the def2-TZVPD basis set.

Each line ends with the Mulliken charge.
Element x y z (Å)
1 O 2.060 1.101 1.730  -0.42
2 C 1.044 0.750 1.199  0.16
3 C 0.609 0.860 -0.183  0.09
4 C -0.051 0.287 -1.028  -0.13
5 C -1.062 -0.778 -1.158  0.06
6 O -1.140 -1.559 -0.241  -0.39
7 H 0.268 0.167 1.712  0.29
8 H -1.728 -0.828 -2.030  0.34

**Gap between HOMO and LUMO**: 0.3610 Ha
**Spin multiplicity**: 1
**HOMO energy**: -10.81 eV

iii:
An isolated molecule of C4H2O2. Source: the Open Molecules 2025 dataset; level of theory: ωB97M-V with the def2-TZVPD basis set.

Each line ends with the Mulliken charge.
Element x y z (Å)
1 O -1.114 -1.362 0.953  -0.41
2 C -1.032 -0.481 0.142  0.02
3 C -0.456 0.912 0.479  0.51
4 O -0.998 1.863 0.968  -0.47
5 C 0.913 0.694 -0.013  -0.35
6 C 1.623 -0.124 -0.555  -0.05
7 H -1.141 -0.616 -0.953  0.36
8 H 2.204 -0.886 -1.021  0.38

**Gap between HOMO and LUMO**: 0.3539 Ha
**Spin multiplicity**: 1
**HOMO energy**: -10.02 eV

The structure with the greatest stability is iii.

i:
A cluster of 2 separate species, C32H31FN in total. Source: the Open Molecules 2025 dataset; level of theory: ωB97M-V with the def2-TZVPD basis set.

Each line ends with the Mulliken charge.
Element x y z (Å)
1 C -3.822 -2.000 1.499  -0.83
2 C -2.428 -1.908 1.417  -0.23
3 C -1.816 -0.744 0.972  0.72
4 C -2.599 0.339 0.511  -0.29
5 C -2.029 1.482 -0.176  -1.04
6 C -1.135 1.437 -1.227  0.26
7 N -0.745 2.582 -1.912  0.42
8 C -1.215 3.872 -1.420  -0.91
9 C -0.464 5.064 -2.022  -0.92
10 C -0.424 5.037 -3.543  -0.70
11 C 0.029 3.679 -4.070  -0.79
12 C -0.569 2.462 -3.363  -0.59
13 C -0.583 0.140 -1.707  0.09
14 C -1.432 -0.925 -2.047  -0.03
15 C -0.907 -2.130 -2.507  -0.85
16 C 0.480 -2.294 -2.591  -0.59
17 C 1.329 -1.226 -2.291  -0.80
18 C 0.807 -0.011 -1.857  0.00
19 C -3.997 0.289 0.737  -0.56
20 C -4.605 -0.885 1.168  -0.59
21 H -4.280 -2.933 1.830  0.40
22 H -1.822 -2.764 1.710  0.23
23 H -0.727 -0.656 0.964  0.21
24 H -2.476 2.443 0.081  0.43
25 H -2.293 3.992 -1.639  0.45
26 H -1.084 3.898 -0.331  0.48
27 H -0.954 5.979 -1.672  0.38
28 H 0.558 5.076 -1.626  0.34
29 H -1.417 5.273 -3.944  0.32
30 H 0.269 5.806 -3.899  0.33
31 H -0.226 3.590 -5.132  0.34
32 H 1.121 3.615 -4.009  0.34
33 H 0.089 1.612 -3.574  0.33
34 H -1.547 2.235 -3.833  0.29
35 H -2.514 -0.804 -1.936  0.47
36 H -1.580 -2.938 -2.798  0.45
37 H 0.902 -3.254 -2.891  0.44
38 H 2.411 -1.330 -2.389  0.59
39 H 1.473 0.819 -1.596  0.52
40 H -4.592 1.175 0.501  0.44
41 H -5.692 -0.941 1.243  0.39
42 F 5.694 0.169 2.014  -0.30
43 C 4.845 -0.705 1.376  0.05
44 C 5.321 -1.358 0.240  -0.50
45 C 4.460 -2.287 -0.366  -0.52
46 C 3.165 -2.460 0.093  -0.66
47 C 2.659 -1.750 1.226  1.23
48 C 1.301 -1.951 1.604  -0.27
49 C 0.792 -1.967 2.944  0.78
50 C -0.086 -3.028 3.330  -0.47
51 C -0.651 -3.087 4.594  -0.59
52 C -0.306 -2.132 5.560  -0.38
53 C 0.630 -1.138 5.240  -0.88
54 C 1.122 -1.009 3.943  -0.33
55 C 3.589 -0.924 1.924  -0.59
56 H 6.328 -1.175 -0.128  0.47
57 H 4.823 -2.873 -1.214  0.43
58 H 2.506 -3.179 -0.396  0.48
59 H 0.644 -2.328 0.809  0.43
60 H -0.291 -3.820 2.604  0.54
61 H -1.359 -3.884 4.837  0.41
62 H -0.743 -2.181 6.559  0.42
63 H 0.970 -0.445 6.012  0.41
64 H 1.752 -0.162 3.684  0.50
65 H 3.343 -0.478 2.879  0.38

**Gap between HOMO and LUMO**: 0.1254 Ha
**Spin multiplicity**: 1
**HOMO energy**: -9.49 eV
**Total charge**: +1

ii:
A cluster of 2 separate species, C32H31FN in total. Source: the Open Molecules 2025 dataset; level of theory: ωB97M-V with the def2-TZVPD basis set.

Each line ends with the Mulliken charge.
Element x y z (Å)
1 C 3.458 -2.670 -2.502  -0.65
2 C 3.396 -1.366 -1.998  -1.61
3 C 2.315 -0.972 -1.203  0.21
4 C 1.257 -1.856 -0.885  0.03
5 C 0.073 -1.371 -0.157  -1.18
6 C -0.844 -0.515 -0.758  -0.29
7 N -2.206 -0.762 -0.889  0.54
8 C -2.719 -2.063 -0.454  -0.56
9 C -4.247 -2.245 -0.560  -0.72
10 C -4.949 -1.529 -1.710  -0.71
11 C -4.380 -0.128 -1.934  -0.93
12 C -2.868 -0.213 -2.087  -0.41
13 C -0.403 0.806 -1.302  -0.11
14 C 0.500 0.891 -2.367  -0.08
15 C 0.860 2.131 -2.882  -1.09
16 C 0.287 3.296 -2.359  -0.72
17 C -0.641 3.218 -1.315  -0.96
18 C -1.016 1.976 -0.815  0.47
19 C 1.364 -3.185 -1.399  -0.49
20 C 2.435 -3.581 -2.212  -0.72
21 H 4.299 -2.934 -3.149  0.41
22 H 4.186 -0.651 -2.263  0.43
23 H 2.222 0.063 -0.864  1.64
24 H -0.219 -1.972 0.710  0.85
25 H -2.243 -2.863 -1.045  0.38
26 H -2.425 -2.214 0.593  0.22
27 H -4.439 -3.319 -0.650  0.33
28 H -4.711 -1.929 0.383  0.35
29 H -4.838 -2.105 -2.639  0.32
30 H -6.024 -1.449 -1.505  0.36
31 H -4.783 0.324 -2.851  0.38
32 H -4.647 0.548 -1.107  0.28
33 H -2.496 0.790 -2.311  0.40
34 H -2.626 -0.860 -2.951  0.26
35 H 0.874 -0.032 -2.814  0.82
36 H 1.584 2.178 -3.698  0.46
37 H 0.550 4.271 -2.772  0.40
38 H -1.091 4.120 -0.894  0.48
39 H -1.815 1.893 -0.069  0.53
40 H 0.530 -3.868 -1.214  0.40
41 H 2.477 -4.584 -2.636  0.41
42 F -1.759 4.579 4.115  -0.30
43 C -1.048 3.667 3.377  0.53
44 C -0.035 4.150 2.547  -0.82
45 C 0.715 3.220 1.846  -0.24
46 C 0.489 1.820 1.991  0.26
47 C 1.384 0.927 1.295  -0.68
48 C 2.165 -0.096 1.917  0.88
49 C 3.524 -0.250 1.501  -0.14
50 C 4.460 -0.847 2.332  -0.91
51 C 4.069 -1.335 3.595  -0.37
52 C 2.704 -1.384 3.925  -0.94
53 C 1.747 -0.839 3.060  0.16
54 C -0.653 1.401 2.717  0.05
55 C -1.367 2.311 3.499  -1.05
56 H 0.181 5.213 2.456  0.47
57 H 1.483 3.538 1.129  0.48
58 H 1.804 1.429 0.411  0.45
59 H 3.832 0.243 0.573  0.42
60 H 5.497 -0.927 2.001  0.41
61 H 4.814 -1.724 4.283  0.43
62 H 2.385 -1.837 4.866  0.42
63 H 0.690 -0.877 3.313  0.35
64 H -0.969 0.363 2.602  0.52
65 H -2.147 1.983 4.183  0.46

**Gap between HOMO and LUMO**: 0.1774 Ha
**Spin multiplicity**: 1
**HOMO energy**: -10.06 eV
**Total charge**: +1

The structure with the greatest stability is i.

i:
An isolated molecule of C4H4O3. Source: the Open Molecules 2025 dataset; level of theory: ωB97M-V with the def2-TZVPD basis set.

Each line ends with the Mulliken charge.
Element x y z (Å)
1 O 0.754 -2.157 0.417  -0.51
2 C -0.022 -1.496 -0.252  0.13
3 C -0.101 -0.046 -0.121  0.21
4 C 0.482 0.564 1.113  -0.14
5 O 1.070 1.626 0.684  -0.45
6 C -0.658 0.834 -1.161  -0.10
7 O -1.269 0.371 -2.101  -0.46
8 H -0.744 -1.960 -0.941  0.37
9 H -0.096 0.552 2.054  0.34
10 H 1.189 -0.364 1.119  0.25
11 H -0.555 1.916 -0.971  0.36

**Gap between HOMO and LUMO (spin up / spin down)**: 0.3007 / 0.2938 Ha
**Spin multiplicity**: 1
**HOMO energy (spin up / spin down)**: -10.26 / -10.52 eV

ii:
An isolated molecule of C4H4O3. Source: the Open Molecules 2025 dataset; level of theory: ωB97M-V with the def2-TZVPD basis set.

Each line ends with the Mulliken charge.
Element x y z (Å)
1 O -2.008 0.665 0.706  -0.41
2 C -0.837 0.926 0.219  0.01
3 C 0.009 -0.042 -0.304  0.57
4 C -0.133 -1.304 0.822  -0.50
5 O -0.498 -1.321 -0.555  -0.35
6 C 1.348 0.291 -0.821  -0.14
7 O 1.816 1.408 -0.795  -0.51
8 H -0.535 1.970 0.256  0.40
9 H 0.933 -1.644 0.854  0.13
10 H -2.033 -0.317 0.843  0.43
11 H 1.886 -0.582 -1.240  0.36

**Gap between HOMO and LUMO**: 0.2980 Ha
**Spin multiplicity**: 1
**HOMO energy**: -8.79 eV

The structure with the greatest stability is i.

i:
An isolated molecule of C4H13N3. Source: the Open Molecules 2025 dataset; level of theory: ωB97M-V with the def2-TZVPD basis set.

Each line ends with the Mulliken charge.
Element x y z (Å)
1 C -0.488 0.151 0.597  -0.71
2 N 0.680 0.809 0.055  -0.39
3 C 0.410 1.610 -1.150  -0.72
4 N -0.328 2.863 -0.964  -0.60
5 C -0.483 -1.377 0.341  0.41
6 C 0.458 -2.036 1.359  -1.47
7 N -0.053 -1.705 -1.012  -0.62
8 H -0.451 0.170 1.689  0.34
9 H -1.419 0.630 0.279  0.30
10 H 1.066 1.422 0.756  0.28
11 H 1.401 1.873 -1.531  0.37
12 H -0.119 0.990 -1.873  0.40
13 H -1.218 2.635 -0.527  0.27
14 H 0.166 3.427 -0.277  0.28
15 H -1.495 -1.749 0.494  0.39
16 H 0.386 -3.117 1.220  0.38
17 H 0.187 -1.783 2.388  0.36
18 H 1.491 -1.733 1.208  0.31
19 H -0.707 -2.113 -1.653  0.21
20 H 0.516 -0.966 -1.399  0.22

**Gap between HOMO and LUMO**: 0.3512 Ha
**Spin multiplicity**: 1
**HOMO energy**: -8.57 eV

ii:
An isolated molecule of C4H13N3. Source: the Open Molecules 2025 dataset; level of theory: ωB97M-V with the def2-TZVPD basis set.

Each line ends with the Mulliken charge.
Element x y z (Å)
1 C 0.282 0.374 0.973  -0.34
2 N -1.020 0.492 0.164  -0.42
3 C -1.875 -0.740 0.061  -0.58
4 C -1.048 -1.871 -0.464  -0.68
5 N -0.024 -1.608 -1.566  -0.60
6 C 1.493 1.022 0.320  -0.37
7 N 1.766 2.459 0.502  -0.46
8 H 0.497 -0.707 1.093  0.17
9 H 0.034 0.936 1.944  0.35
10 H -0.871 0.804 -0.807  0.30
11 H -2.645 -0.489 -0.678  0.34
12 H -2.519 -0.950 0.952  0.29
13 H -0.385 -2.227 0.377  0.31
14 H -1.694 -2.699 -0.728  0.36
15 H 0.887 -1.270 -1.052  0.32
16 H -0.474 -0.819 -2.018  0.28
17 H 1.406 0.967 -0.801  0.22
18 H 2.332 0.435 0.594  0.25
19 H 1.299 2.971 1.096  0.11
20 H 2.560 2.920 0.041  0.16

**Gap between HOMO and LUMO**: 0.3506 Ha
**Spin multiplicity**: 1
**HOMO energy**: -8.49 eV

The structure with the greatest stability is i.

i:
An isolated molecule of C4H13N3. Source: the Open Molecules 2025 dataset; level of theory: ωB97M-V with the def2-TZVPD basis set.

Each line ends with the Mulliken charge.
Element x y z (Å)
1 C 0.497 -0.386 0.155  -0.68
2 N 0.478 0.969 0.678  -0.36
3 C 1.612 1.819 0.237  -0.56
4 N 1.338 2.847 -0.736  -0.57
5 C -0.827 -1.126 0.437  0.49
6 C -1.709 -1.179 -0.829  -1.42
7 N -0.593 -2.472 0.937  -0.65
8 H 1.428 -0.888 0.429  0.34
9 H 0.685 -0.365 -0.949  0.26
10 H -0.404 1.450 0.545  0.21
11 H 2.376 1.148 -0.153  0.39
12 H 1.968 2.290 1.151  0.32
13 H 0.458 3.289 -0.550  0.24
14 H 1.256 2.470 -1.671  0.25
15 H -1.294 -0.475 1.189  0.23
16 H -2.440 -1.968 -0.656  0.38
17 H -2.025 -0.211 -1.196  0.33
18 H -1.048 -1.618 -1.588  0.39
19 H -1.315 -3.114 0.628  0.19
20 H -0.440 -2.482 1.942  0.23

**Gap between HOMO and LUMO**: 0.3475 Ha
**Spin multiplicity**: 1
**HOMO energy**: -8.42 eV

ii:
A cluster of 2 separate species, C4H13N3 in total. Source: the Open Molecules 2025 dataset; level of theory: ωB97M-V with the def2-TZVPD basis set.

Each line ends with the Mulliken charge.
Element x y z (Å)
1 N 0.363 2.556 -1.703  -0.40
2 C 1.018 2.934 -0.571  0.15
3 N 2.126 3.568 -0.596  -0.75
4 H -0.537 2.118 -1.668  0.21
5 H 0.599 3.048 -2.549  0.25
6 H 0.537 2.639 0.365  0.31
7 H 2.546 3.484 0.331  0.23
8 C 0.544 -1.108 -0.277  -0.61
9 N -0.262 -1.349 0.906  -0.14
10 C -1.584 -0.750 0.800  -0.86
11 C -0.433 -2.793 1.083  -0.96
12 H 0.557 -0.023 -0.426  0.02
13 H 0.222 -1.529 -1.241  0.30
14 H 1.565 -1.408 -0.048  0.37
15 H -2.159 -0.974 1.697  0.31
16 H -1.535 0.317 0.596  0.26
17 H -2.156 -1.204 -0.029  0.34
18 H -0.970 -3.012 2.002  0.30
19 H 0.532 -3.299 1.108  0.30
20 H -0.972 -3.213 0.220  0.37

**Gap between HOMO and LUMO**: 0.3556 Ha
**Spin multiplicity**: 1
**HOMO energy**: -8.83 eV

The structure with the greatest stability is i.